Computed, not measured: the molecule C5H9NO, with ωB97M-V with the def2-TZVPD basis set.

## Properties
- Highest occupied orbital energy: -9.6 eV
- Relative energy (zero: lowest compared OMol25 entry of this formula, charge and spin): 100.6 kcal/mol
- Frontier orbital gap: 10.71 eV
- SMILES string: C[C@H]1N[C@H]1[C@H]1CO1
- F_max: 2.68 eV/A

Structure (ORCA input):
```
! RIJCOSX wB97M-V def2-TZVPD def2/J DEFGRID3
* xyz 0 1
C -1.891 -0.463 0.161
C -1.138 0.672 0.803
N 0.033 0.412 1.633
C 0.210 1.026 0.298
C 0.954 0.294 -0.882
C 2.046 -0.574 -0.503
O 1.034 -1.241 -1.201
H -2.464 -0.085 -0.692
H -2.591 -0.900 0.877
H -1.218 -1.247 -0.205
H -1.767 1.481 1.180
H 0.258 -0.582 1.636
H 0.504 2.080 0.459
H 0.975 0.356 -1.977
H 3.026 -0.429 -0.925
H 2.018 -0.892 0.531
*
```



Computed, not measured: the molecule C5H9NO, with ωB97M-V with the def2-TZVPD basis set.

## Properties
- Highest occupied orbital energy: -7.9 eV
- Relative energy (zero: lowest compared OMol25 entry of this formula, charge and spin): 43.5 kcal/mol
- Frontier orbital gap: 8.66 eV
- SMILES string: C=C(N)C/C=C\O
- F_max: 0.85 eV/A

Structure (ORCA input):
```
! RIJCOSX wB97M-V def2-TZVPD def2/J DEFGRID3
* xyz 0 1
C -0.240 -0.752 0.646
C -0.955 0.560 0.397
N -2.067 0.762 1.212
C 1.859 -0.756 -0.693
C 1.238 -0.609 0.479
C -0.535 1.465 -0.477
O 1.189 -1.122 -1.828
H 1.789 -1.143 -2.577
H -2.564 -0.076 1.471
H -2.685 1.504 0.913
H 2.934 -0.653 -0.777
H -0.466 -1.090 1.653
H -0.606 -1.488 -0.074
H 1.823 -0.328 1.338
H -1.088 2.374 -0.643
H 0.374 1.351 -1.038
*
```



Computed, not measured: a structure of composition C5H9NO, with ωB97M-V with the def2-TZVPD basis set.

## Properties
- Highest occupied orbital energy (alpha / beta): -7.1 / -6.9 eV
- Relative energy (zero: lowest compared OMol25 entry of this formula, charge and spin): 96.9 kcal/mol
- Frontier orbital gap (alpha / beta): 7.97 / 7.56 eV
- F_max: 2.29 eV/A

Structure (ORCA input):
```
! RIJCOSX wB97M-V def2-TZVPD def2/J DEFGRID3
* xyz 0 1
C 0.075 1.330 1.426
C -0.159 0.005 0.797
N -1.388 -0.424 0.440
C -1.012 -1.018 -0.727
O -1.318 -2.317 -0.837
C 0.432 -0.540 -0.499
C 1.073 0.474 -1.426
H -0.186 2.159 0.755
H 1.128 1.436 1.690
H -0.516 1.447 2.340
H -0.882 -2.677 -0.002
H -2.245 -0.516 0.966
H 1.073 -1.415 -0.349
H 0.393 1.308 -1.621
H 1.321 0.013 -2.386
H 1.996 0.868 -0.985
*
```



Computed, not measured: a structure of composition C5H9NO, with ωB97M-V with the def2-TZVPD basis set.

## Properties
- Highest occupied orbital energy (alpha / beta): -7.9 / -7.9 eV
- Relative energy (zero: lowest compared OMol25 entry of this formula, charge and spin): 117.2 kcal/mol
- Frontier orbital gap (alpha / beta): 7.81 / 7.81 eV
- F_max: 0.57 eV/A

Structure (ORCA input):
```
! RIJCOSX wB97M-V def2-TZVPD def2/J DEFGRID3
* xyz 0 1
C 0.113 -0.402 -1.424
C 1.665 -0.120 0.602
C -0.819 0.753 0.919
C 0.666 0.627 -0.287
C -1.082 -0.792 -0.786
N -2.101 -1.377 -0.568
O 0.902 1.778 -0.695
H -2.712 -1.231 0.231
H 0.777 -1.239 -1.652
H -0.092 0.185 -2.319
H 2.572 -0.288 0.014
H 1.278 -1.081 0.947
H 1.920 0.498 1.461
H -1.113 -0.057 1.593
H -1.685 1.239 0.467
H -0.289 1.508 1.496
*
```



Computed, not measured: the molecule C5H9NO, with ωB97M-V with the def2-TZVPD basis set.

## Properties
- Highest occupied orbital energy: -9.6 eV
- Relative energy (zero: lowest compared OMol25 entry of this formula, charge and spin): 69.5 kcal/mol
- Frontier orbital gap: 10.49 eV
- SMILES string: CC1(C)O[C@]12CN2
- F_max: 1.07 eV/A

Structure (ORCA input):
```
! RIJCOSX wB97M-V def2-TZVPD def2/J DEFGRID3
* xyz 0 1
C 1.506 -0.737 0.420
C 0.448 0.325 0.195
C 0.895 1.527 -0.593
N -2.125 0.137 -0.424
C -1.829 -1.153 0.269
C -0.944 -0.005 0.333
O -0.452 0.760 1.355
H 2.272 -0.378 1.102
H 2.032 -1.024 -0.503
H 1.081 -1.645 0.839
H 1.272 1.247 -1.583
H 1.715 2.023 -0.061
H 0.069 2.232 -0.697
H -1.906 0.069 -1.414
H -2.507 -1.368 1.086
H -1.526 -2.009 -0.325
*
```



Computed, not measured: the molecule C5H9NO, with ωB97M-V with the def2-TZVPD basis set.

## Properties
- Highest occupied orbital energy: -7.9 eV
- Relative energy (zero: lowest compared OMol25 entry of this formula, charge and spin): 88.9 kcal/mol
- Frontier orbital gap: 8.61 eV
- SMILES string: C[C@@]12C[NH2+][C@]1([O-])C2
- F_max: 0.98 eV/A

Structure (ORCA input):
```
! RIJCOSX wB97M-V def2-TZVPD def2/J DEFGRID3
* xyz 0 1
C -0.892 1.402 -0.942
C -0.205 0.336 -0.156
C 0.147 0.523 1.312
C -0.444 -1.162 -0.340
N 0.866 -1.595 0.189
C 1.245 0.172 0.067
O 2.340 0.514 -0.314
H -0.396 2.357 -0.742
H -1.932 1.487 -0.616
H -0.862 1.213 -2.018
H 0.355 1.532 1.651
H 0.901 -1.595 1.198
H -0.592 0.043 1.986
H -1.273 -1.618 0.212
H -0.508 -1.423 -1.398
H 1.390 -2.336 -0.261
*
```